The following is a DFT calculation (ωB97M-V/def2-TZVPD) of C41H75GaNO11S2 as an isolated structure.

**E_tot**: -5209.77003 Eh
**HOMO-LUMO gap**: 5.71 eV
**Charge**: -1
**E_HOMO**: -0.1803 Ha

The geometry in XYZ format:
```
131
Properties=species:S:1:pos:R:3:forces:R:3
C 0.58793 -5.91798 -0.52840 0.04 0.99 -1.06
C 1.50018 -4.52354 -0.39131 0.42 -1.01 1.36
O 0.68367 -3.32565 -0.13018 0.46 -1.54 -1.69
C 0.00319 -2.84101 -1.34103 0.31 -0.48 -1.75
C 0.93759 -1.81414 -2.22101 -0.84 -0.45 -0.64
Ga 0.80230 0.17746 -1.54006 0.11 -0.44 -0.80
C -1.22466 0.68643 -1.82430 -0.35 0.86 0.12
C -2.17135 0.29335 -0.54525 0.39 1.23 -0.61
C -3.74191 -0.08790 -0.97129 0.94 -1.86 1.50
S -4.28934 0.87820 -2.47679 -1.02 0.03 0.36
C -6.14653 0.94730 -2.66138 -1.18 2.24 0.95
S -6.84213 2.53569 -2.72422 1.47 -3.49 -0.10
N -7.11733 -0.19757 -2.73206 2.16 -2.10 0.31
C -7.61475 -0.66620 -1.38973 -2.80 -0.74 4.15
C -6.83671 -1.63691 -0.32347 -3.43 1.03 0.76
C -7.58023 -2.09064 1.10354 -2.02 2.09 -2.32
C -9.11936 -1.57573 1.49955 2.05 1.33 -3.86
C -9.88629 -0.56549 0.46111 4.00 -1.52 -0.96
C -9.13666 -0.13054 -0.94839 1.08 -1.96 2.23
C -6.70146 -1.30974 -3.65543 0.76 -4.44 -2.52
C -5.66780 -1.16031 -4.95153 -0.91 -2.50 0.45
C -5.24366 -2.41606 -5.94006 -2.81 -1.10 2.90
C -5.88090 -3.93582 -5.71986 -1.54 3.61 3.19
C -6.94272 -4.11138 -4.48207 1.75 3.49 -0.75
C -7.33016 -2.84747 -3.45818 1.96 -0.01 -2.83
C 2.00129 1.26848 -2.88857 -0.21 0.77 -1.61
C 1.60925 2.86019 -2.95145 0.34 -1.56 0.41
C 2.11688 3.53079 -1.52517 -0.52 -0.28 -1.07
O 2.26657 3.53576 -4.11740 -0.96 -0.94 -0.48
H -0.34923 -5.84731 0.18030 2.05 -0.25 -1.28
H 1.24714 -6.88555 -0.34436 -1.44 2.10 -0.29
H 0.19333 -5.92349 -1.64674 0.69 -0.31 2.38
H 2.17967 -4.67638 0.57594 -1.49 0.57 -2.00
H 2.24617 -4.42230 -1.29222 -1.67 0.01 1.48
H -0.25981 -3.74847 -2.06843 0.38 1.53 1.73
H -1.02463 -2.39015 -1.00813 2.08 -0.61 -0.57
H 0.45369 -1.78690 -3.31186 0.97 -0.16 2.10
H 2.04760 -2.16645 -2.36922 -2.13 0.24 0.46
H 1.28096 0.35156 -0.02317 -0.07 0.07 0.10
H -1.21227 1.87239 -1.93249 -0.44 -2.50 -0.14
H -1.51820 0.15083 -2.83699 0.22 1.18 2.02
H -1.63140 -0.56756 0.03459 -1.60 1.29 -1.00
H -2.18801 1.22533 0.19986 -0.06 -2.01 -1.66
H -4.40431 0.14053 -0.03383 0.92 -0.62 -2.02
H -3.69853 -1.24924 -1.24424 -0.45 2.48 0.66
H -5.75598 -2.05588 -0.57693 -2.63 1.02 0.61
H -7.00520 -2.82537 1.84826 -1.39 1.89 -1.91
H -9.64607 -1.92828 2.49336 1.32 0.78 -2.26
H -10.97046 -0.14345 0.70005 2.66 -1.05 -0.60
H -9.76827 0.59761 -1.65283 1.85 -1.82 1.55
H -5.18569 -0.09362 -5.15719 -1.15 -2.66 0.49
H -4.48888 -2.27606 -6.84001 -1.77 -0.04 2.25
H -5.62705 -4.86730 -6.38587 -0.44 2.23 1.39
H -7.45628 -5.17052 -4.30321 1.25 2.65 -0.33
H -8.10671 -3.12546 -2.61015 1.88 0.95 -1.91
H 3.15087 1.08422 -2.71625 -2.04 0.70 -0.27
H 1.76586 0.82298 -3.96782 0.46 0.80 1.97
H 0.44951 2.97370 -3.11387 2.20 -0.20 0.53
H 1.15563 3.67852 -0.83522 2.31 -0.19 -1.40
H 2.84994 2.74908 -1.03570 -1.46 1.80 -0.84
H 2.65657 4.54462 -1.78313 -1.12 -1.92 0.78
H 1.96871 3.08367 -4.98059 0.54 0.76 2.36
C 5.68705 3.18771 -4.09325 0.05 -0.10 0.25
O 6.81328 3.10801 -3.23376 0.03 0.21 0.30
C 7.11281 4.35801 -2.61165 0.11 -0.74 0.01
C 7.84962 4.13757 -1.28875 -0.50 0.28 0.01
O 6.98043 3.73640 -0.22111 0.25 -0.25 -0.33
C 6.50551 2.38433 -0.27696 0.17 -0.01 0.34
C 7.58825 1.35255 0.05094 -0.20 0.10 -0.70
O 8.43375 1.14007 -1.08191 0.32 0.14 0.24
C 9.69689 0.60742 -0.72042 -0.45 0.15 -0.29
H 5.88430 3.88120 -4.91413 -0.11 0.11 -0.12
H 5.49623 2.19261 -4.50282 0.11 0.12 0.10
H 4.80137 3.50350 -3.53414 -0.05 0.04 -0.19
H 6.19039 4.92234 -2.42122 0.07 -0.03 0.03
H 7.74605 4.92596 -3.30054 0.07 0.27 0.05
H 8.26792 5.10064 -0.97424 -0.16 -0.02 0.00
H 8.68843 3.45149 -1.39509 -0.08 -0.19 -0.19
H 6.01625 2.17585 -1.22949 0.24 -0.09 -0.05
H 5.73172 2.31686 0.49610 0.17 0.07 -0.03
H 7.12124 0.39403 0.29993 -0.11 0.01 0.21
H 8.17737 1.70190 0.90686 0.00 0.03 0.03
H 10.21583 1.28935 -0.03968 0.07 -0.07 0.15
H 10.29819 0.50596 -1.62814 -0.19 -0.01 0.08
H 9.57658 -0.37611 -0.25724 0.14 -0.04 0.12
C -11.47463 -6.55588 0.55003 0.28 -0.24 0.27
O -10.45267 -6.89406 1.47453 -0.26 0.24 0.06
C -9.46341 -5.87078 1.59079 -0.06 -0.46 0.30
C -8.78053 -5.93571 2.95864 -0.18 0.44 -0.20
O -9.57839 -5.37951 4.01237 -0.17 -0.43 -0.14
C -10.69251 -6.17551 4.43886 0.35 0.08 0.31
C -10.27635 -7.41284 5.23900 -0.12 -0.14 -0.71
O -9.82800 -8.44721 4.36013 0.24 0.14 0.19
C -8.99454 -9.38855 5.01521 -0.24 0.19 -0.31
H -11.05641 -6.44042 -0.45269 -0.09 0.12 -0.12
H -12.21054 -7.36379 0.54054 0.19 0.02 0.03
H -11.97994 -5.63602 0.85873 0.00 0.12 -0.12
H -9.91929 -4.88027 1.46175 0.08 -0.04 0.02
H -8.72606 -6.03323 0.79829 0.16 0.21 -0.02
H -7.88266 -5.30861 2.91445 -0.18 0.03 0.01
H -8.44738 -6.94288 3.20407 -0.20 -0.14 -0.11
H -11.34143 -6.42978 3.59957 0.15 -0.24 -0.02
H -11.27522 -5.52649 5.10229 0.19 -0.03 0.00
H -11.13709 -7.80000 5.79406 -0.07 0.12 0.20
H -9.48272 -7.14069 5.94454 -0.02 0.05 -0.01
H -8.10967 -8.89178 5.42504 0.01 -0.05 0.15
H -8.66345 -10.12458 4.27734 -0.15 0.14 0.06
H -9.54769 -9.89902 5.80879 0.11 -0.06 0.13
C 9.19367 4.37131 2.22716 -0.09 0.26 0.27
O 9.77583 5.32649 3.10019 0.24 0.12 -0.29
C 11.18650 5.44622 2.91327 -0.54 0.32 0.35
C 11.67109 6.83104 3.34801 0.13 -0.17 -0.48
O 11.38734 7.85419 2.38420 -0.34 -0.17 0.30
C 10.01728 8.26949 2.29921 0.25 0.31 0.14
C 9.56601 9.10360 3.50129 -0.20 -0.71 0.04
O 9.27724 8.25628 4.61576 0.31 0.20 0.08
C 9.33771 8.94955 5.85092 -0.09 -0.34 -0.32
H 9.59906 3.37681 2.42792 0.03 -0.16 -0.11
H 8.11466 4.36013 2.40037 0.21 0.03 0.00
H 9.37017 4.64962 1.18401 0.02 -0.13 -0.05
H 11.44851 5.28680 1.85898 0.01 0.04 0.06
H 11.66676 4.67495 3.52370 0.27 -0.04 -0.03
H 12.76433 6.79600 3.41866 -0.11 0.01 -0.15
H 11.30200 7.10417 4.33531 -0.26 -0.12 -0.01
H 9.35681 7.42008 2.11908 -0.03 0.00 0.28
H 9.96212 8.90586 1.40875 0.13 0.00 0.15
H 8.64812 9.64542 3.25075 0.03 0.18 -0.15
H 10.35161 9.82243 3.76168 0.02 -0.01 -0.04
H 10.33659 9.37058 6.00156 -0.01 0.17 0.04
H 9.14238 8.23447 6.65486 -0.04 0.05 -0.20
H 8.58187 9.73957 5.88116 0.05 0.13 0.11
```
Forces are in eV/Å.

These are the Mulliken partial charges, in e, on atoms 1 to 6: -0.831, -0.261, -0.342, -0.002, -0.505, 0.118